[1]
{"formula": "C2H9NO4", "method": "ωB97M-V with the def2-TZVPD basis set", "elements": ["H", "O", "N", "H", "H", "H", "C", "H", "H", "C", "O", "O", "H", "O", "H", "H"], "xyz": [[-0.8867, 0.8793, -0.5369], [-2.0299, 0.4614, -0.8319], [0.1715, 1.5562, -0.0453], [-2.1211, 1.0066, -1.6358], [-0.0113, 2.0459, 0.7707], [0.4519, 2.1063, -0.9764], [1.0343, 0.3371, 0.1441], [2.1259, 0.7083, 0.3510], [0.9491, -0.2582, 1.0527], [0.9051, -0.2673, -1.2367], [2.0020, -0.4155, -1.8859], [-0.1741, -0.6517, -1.8658], [-1.2435, -0.2848, -1.4865], [-0.2953, -2.0939, 2.5261], [-1.0991, -2.1758, 2.9944], [0.2211, -2.9539, 2.6622]], "mulliken_charge": [0.41, -0.82, -0.56, 0.35, 0.23, 0.36, -0.14, 0.23, 0.20, 0.59, -0.64, -0.66, 0.47, -0.62, 0.30, 0.32], "gap_ha": 0.3480, "de_lowest_kj_mol": 279.0, "energy_ha": -437.2412, "lumo_ha": 0.0121}



[2]
{"formula": "C2H9NO4", "method": "ωB97M-V with the def2-TZVPD basis set", "elements": ["O", "C", "N", "C", "O", "H", "H", "H", "H", "H", "H", "H", "O", "H", "H", "O"], "xyz": [[-1.0613, -0.8609, 0.0094], [-0.5976, -0.5729, -1.0474], [0.6928, -0.0807, -1.2480], [1.7131, -0.5578, -0.3936], [1.3667, -0.6090, 0.9344], [-1.1583, -0.6121, -1.9928], [0.9906, 0.2203, -2.1797], [2.1498, -1.5245, -0.6853], [2.5872, 0.1355, -0.4386], [0.3764, -0.6555, 1.0157], [-3.0288, 2.0240, -2.2975], [-3.4741, 0.6141, -2.6297], [-3.2107, 1.4410, -3.0406], [0.7668, 0.6202, 4.8922], [1.7616, 0.0410, 3.8745], [1.4819, 0.8415, 4.2947]], "mulliken_charge": [-0.44, 0.25, -0.09, -0.25, -0.35, 0.36, 0.31, 0.34, 0.35, 0.51, 0.33, 0.32, -0.64, 0.33, 0.30, -0.62], "gap_ha": [0.3619, 0.1589], "charge": 1, "spin_multiplicity": 2, "de_lowest_kj_mol": 170.7, "energy_ha": -436.9374, "lumo_ha": [-0.1620, -0.3645]}



[3]
{"formula": "C2H9NOS", "method": "ωB97M-V with the def2-TZVPD basis set", "elements": ["N", "C", "C", "S", "H", "H", "H", "H", "H", "H", "H", "O", "H", "H"], "xyz": [[-0.1880, -0.2822, 0.9889], [0.9230, 0.3915, 0.3435], [2.1066, -0.5530, 0.1497], [3.6376, 0.4508, 0.2948], [-0.7445, 0.3398, 1.5610], [-0.8442, -0.7325, 0.3643], [1.2271, 1.2651, 0.9208], [0.6673, 0.7404, -0.6716], [2.1787, -1.3039, 0.9178], [2.0979, -0.9750, -0.8424], [4.4777, -0.5010, -0.0737], [-5.1526, 0.0684, -1.0868], [-5.8786, 0.3149, -1.6770], [-4.5078, 0.7766, -1.1893]], "mulliken_charge": [-0.60, -0.47, -0.53, -0.25, 0.22, 0.22, 0.41, 0.22, 0.35, 0.31, 0.11, -0.64, 0.32, 0.32], "gap_ha": 0.3518, "de_lowest_kj_mol": 29.0, "energy_ha": -609.7582, "lumo_ha": 0.0228}



[4]
{"formula": "C2H9NOS", "method": "ωB97M-V with the def2-TZVPD basis set", "elements": ["N", "C", "C", "S", "H", "H", "H", "H", "H", "H", "H", "O", "H", "H"], "xyz": [[0.7136, -0.1537, 0.5268], [-0.3653, 0.8353, 0.7557], [-1.3128, 1.3175, -0.3579], [-0.7112, 1.1578, -2.0909], [0.8787, -0.2150, -0.4823], [1.5312, 0.4061, 0.7621], [-0.1064, 1.6772, 1.4272], [-0.9958, 0.3792, 1.5422], [-2.0607, 0.5408, -0.2865], [-1.5993, 2.3395, -0.1792], [-1.9748, 1.1220, -2.5889], [2.3808, -3.2722, 0.4538], [2.1057, -2.4277, 0.0884], [1.5162, -3.7068, 0.4296]], "mulliken_charge": [-0.53, -0.59, -0.46, -0.28, 0.29, 0.25, 0.27, 0.23, 0.31, 0.38, 0.13, -0.65, 0.32, 0.32], "gap_ha": 0.3696, "de_lowest_kj_mol": 91.3, "energy_ha": -609.7345, "lumo_ha": 0.0244}